DFT (ωB97M-V with the def2-TZVPD basis set) results for a 15-piece molecular cluster, C88H216Cl5N6O6P4 overall in a non-equilibrium geometry.

```
325
C88H216Cl5N6O6P4 ωB97M-V with the def2-TZVPD basis set
C -2.39 36.29 31.02
C -0.94 36.01 30.70
C -0.53 34.49 30.44
C -1.14 33.79 29.29
P -0.86 32.04 29.21
C -1.21 31.67 27.44
C -2.61 32.30 27.09
C -2.92 31.99 25.57
C -2.07 32.85 24.59
C 0.81 31.64 29.73
C 1.41 30.39 29.04
C 0.78 29.06 29.50
C 0.80 28.82 30.95
C -2.00 31.05 30.19
C -2.15 31.60 31.64
C -2.74 30.55 32.52
C -4.10 29.96 32.12
H -2.80 35.67 31.73
H -3.06 36.24 30.16
H -2.50 37.31 31.37
H -0.32 36.26 31.52
H -0.63 36.53 29.77
H -0.86 33.93 31.34
H 0.54 34.56 30.43
H -0.80 34.23 28.32
H -2.27 33.94 29.37
H -1.26 30.56 27.33
H -0.54 32.04 26.68
H -2.52 33.40 27.13
H -3.42 31.98 27.79
H -4.03 32.15 25.44
H -2.79 30.91 25.32
H -1.03 32.87 24.76
H -2.39 33.87 24.68
H -2.17 32.56 23.52
H 0.91 31.51 30.80
H 1.42 32.52 29.49
H 2.49 30.33 29.21
H 1.29 30.51 27.98
H 1.44 28.26 29.04
H -0.21 28.84 29.05
H 0.74 27.79 31.22
H -0.04 29.34 31.43
H 1.70 29.22 31.45
H -1.70 29.96 30.07
H -2.92 31.06 29.55
H -2.57 32.59 31.56
H -1.12 31.76 32.02
H -2.82 31.03 33.50
H -1.99 29.75 32.53
H -4.53 29.39 32.94
H -4.04 29.33 31.20
H -4.79 30.77 31.85
C -5.78 13.05 29.94
C -5.77 14.57 30.34
C -6.47 14.79 31.67
C -7.97 14.45 31.50
P -9.11 15.18 32.67
C -8.54 14.84 34.37
C -7.13 15.32 34.88
C -6.92 14.75 36.28
C -8.08 14.93 37.27
C -9.18 16.96 32.37
C -9.68 17.41 30.95
C -8.75 18.23 30.15
C -9.08 18.47 28.68
C -10.77 14.44 32.54
C -11.77 14.77 33.68
C -13.17 14.17 33.22
C -13.86 14.86 32.10
H -6.72 12.71 29.59
H -5.40 12.42 30.75
H -5.10 12.92 29.09
H -6.30 15.16 29.60
H -4.74 14.80 30.28
H -6.36 15.84 31.98
H -6.01 14.00 32.31
H -8.09 13.35 31.40
H -8.32 14.87 30.54
H -8.52 13.77 34.39
H -9.18 15.21 35.16
H -7.12 16.42 34.94
H -6.33 15.04 34.21
H -6.00 15.05 36.69
H -6.91 13.62 36.06
H -8.57 15.91 37.14
H -7.69 14.92 38.31
H -8.73 14.12 37.14
H -8.17 17.27 32.62
H -9.87 17.38 33.09
H -10.61 17.97 31.08
H -9.92 16.55 30.27
H -7.75 17.82 30.14
H -8.59 19.24 30.57
H -8.84 19.45 28.29
H -10.12 18.20 28.44
H -8.45 17.85 28.01
H -10.53 13.34 32.42
H -11.27 14.65 31.61
H -11.68 15.80 34.02
H -11.34 14.18 34.47
H -13.84 14.22 34.11
H -13.13 13.12 33.01
H -14.13 15.91 32.42
H -14.72 14.24 31.80
H -13.21 14.93 31.15
C -1.48 19.94 14.91
C -0.30 20.84 15.54
C -0.08 20.50 16.99
C 1.07 21.24 17.67
P 1.46 20.97 19.44
C -0.13 21.08 20.40
C -0.90 22.43 20.17
C -2.40 22.46 20.42
C -3.12 21.36 19.53
C 2.19 19.41 19.48
C 1.54 18.29 20.34
C 1.86 18.41 21.85
C 1.15 17.41 22.81
C 2.65 22.20 20.05
C 3.81 22.45 19.20
C 4.64 23.61 19.77
C 3.91 24.96 20.11
H -1.65 20.08 13.86
H -2.46 20.07 15.39
H -1.31 18.86 14.93
H -0.49 21.94 15.45
H 0.53 20.58 14.90
H 0.01 19.42 17.00
H -1.00 20.62 17.58
H 0.93 22.32 17.61
H 1.96 20.94 17.14
H 0.22 20.92 21.40
H -0.65 20.19 20.06
H -0.81 22.79 19.06
H -0.41 23.14 20.84
H -2.73 23.52 20.16
H -2.64 22.26 21.48
H -2.77 21.51 18.46
H -4.20 21.44 19.53
H -2.91 20.39 19.85
H 3.25 19.49 19.87
H 2.22 19.14 18.48
H 2.08 17.39 19.90
H 0.41 18.19 20.26
H 1.61 19.50 22.13
H 2.99 18.21 21.95
H 0.07 17.41 22.90
H 1.56 17.45 23.79
H 1.42 16.40 22.54
H 2.99 21.80 21.07
H 2.08 23.10 20.24
H 3.50 22.71 18.21
H 4.47 21.54 19.14
H 5.55 23.79 19.11
H 5.14 23.25 20.69
H 3.20 24.85 20.89
H 3.40 25.35 19.26
H 4.64 25.69 20.43
C -7.16 22.27 17.79
C -6.87 20.80 17.85
C -7.39 20.26 19.17
C -6.91 18.94 19.71
P -7.66 18.36 21.23
C -7.32 16.57 21.34
C -5.80 16.44 21.22
C -5.21 15.13 21.76
C -3.65 15.16 21.72
C -6.92 19.26 22.57
C -7.42 19.12 24.01
C -6.50 19.88 24.90
C -6.65 21.43 24.78
C -9.43 18.75 21.05
C -9.94 20.14 21.43
C -11.42 20.12 21.18
C -11.68 20.00 19.67
H -6.64 22.84 18.55
H -8.28 22.45 18.02
H -6.98 22.80 16.87
H -5.77 20.75 17.89
H -7.16 20.24 16.97
H -8.46 20.22 19.09
H -7.12 21.00 19.88
H -5.82 18.93 19.87
H -7.17 18.17 18.97
H -7.76 16.00 20.51
H -7.60 16.13 22.34
H -5.28 17.29 21.67
H -5.56 16.51 20.17
H -5.74 14.28 21.32
H -5.60 15.09 22.79
H -3.28 15.02 20.68
H -3.18 14.29 22.25
H -3.22 16.12 22.14
H -7.01 20.27 22.35
H -5.83 18.99 22.65
H -7.55 18.08 24.31
H -8.49 19.46 24.14
H -5.49 19.57 24.65
H -6.66 19.49 25.92
H -7.70 21.67 24.97
H -6.29 21.78 23.83
H -6.04 21.76 25.61
H -10.00 18.08 21.67
H -9.71 18.51 19.98
H -9.63 21.02 20.82
H -9.59 20.32 22.48
H -11.90 21.05 21.60
H -11.81 19.24 21.71
H -10.95 19.42 19.08
H -11.77 20.96 19.19
H -12.59 19.48 19.47
C -5.48 24.28 36.96
C -6.84 23.69 37.38
C -7.31 23.81 38.81
O -6.42 23.23 39.61
C -6.66 23.20 41.04
N -7.92 24.48 36.66
H -7.84 25.45 37.02
H -7.80 24.51 35.64
H -8.82 24.16 36.86
H -5.23 24.04 35.94
H -4.79 23.82 37.66
H -5.30 25.41 37.14
H -6.93 22.67 37.04
H -8.31 23.37 38.93
H -7.42 24.87 39.14
H -6.75 24.24 41.39
H -5.75 22.72 41.43
H -7.48 22.63 41.37
C -8.90 30.56 32.67
C -8.61 29.56 31.58
C -8.31 30.07 30.13
O -7.06 30.68 30.06
C -6.72 30.97 28.73
N -7.35 28.82 32.00
H -7.34 27.92 31.42
H -6.52 29.37 31.85
H -7.40 28.55 33.00
H -9.85 30.97 32.39
H -8.15 31.28 32.85
H -9.09 30.07 33.62
H -9.36 28.70 31.47
H -9.05 30.82 29.81
H -8.40 29.19 29.46
H -7.37 31.73 28.32
H -6.82 30.10 28.06
H -5.72 31.25 28.69
C -4.56 22.58 32.58
C -4.49 24.07 32.29
C -3.22 24.57 31.73
O -3.41 25.98 31.58
C -2.27 26.45 30.90
N -5.55 24.41 31.36
H -5.51 25.31 30.99
H -5.56 23.79 30.46
H -6.45 24.36 31.88
H -4.78 22.09 31.60
H -5.40 22.25 33.25
H -3.56 22.17 32.89
H -4.70 24.72 33.14
H -3.01 24.32 30.65
H -2.37 24.37 32.40
H -2.12 27.54 31.07
H -2.41 26.38 29.83
H -1.37 25.94 31.24
C -5.91 27.07 26.61
C -4.73 26.52 25.81
C -3.89 27.50 25.04
O -2.76 26.76 24.49
C -1.77 27.57 23.92
N -3.77 25.87 26.83
H -4.22 25.18 27.50
H -3.00 25.40 26.35
H -3.40 26.63 27.50
H -6.47 26.27 27.16
H -6.65 27.51 25.85
H -5.65 27.91 27.28
H -5.15 25.68 25.21
H -3.54 28.23 25.72
H -4.48 27.92 24.18
H -0.98 27.73 24.67
H -2.09 28.51 23.54
H -1.35 26.98 23.04
C -12.25 25.01 30.10
C -11.54 24.71 31.44
C -12.12 23.52 32.21
O -11.96 22.37 31.43
C -13.24 21.82 31.10
N -10.10 24.41 31.19
H -9.99 23.42 30.95
H -9.64 24.89 30.42
H -9.49 24.53 32.03
H -13.24 25.43 30.37
H -12.35 24.16 29.40
H -11.67 25.83 29.66
H -11.58 25.67 31.96
H -13.20 23.78 32.45
H -11.71 23.25 33.20
H -13.72 22.37 30.22
H -14.01 22.03 31.87
H -13.27 20.77 30.92
C -1.08 20.48 26.76
C -1.92 21.78 26.49
C -1.25 22.70 25.48
O -2.11 23.78 25.14
C -2.24 23.91 23.71
N -3.41 21.56 26.11
H -3.90 22.41 26.39
H -3.58 21.13 25.17
H -3.83 20.84 26.74
H -0.14 20.75 27.29
H -0.83 19.93 25.83
H -1.65 19.79 27.43
H -1.97 22.23 27.44
H -0.94 22.08 24.62
H -0.32 23.07 26.02
H -2.75 23.00 23.30
H -1.26 23.96 23.22
H -2.91 24.76 23.61
Cl -7.76 26.42 30.26
Cl -3.16 28.32 28.55
Cl -2.94 20.38 23.17
Cl -7.85 24.04 33.49
Cl -4.55 23.32 28.39
```

Values from the calculation:
- Highest occupied orbital energy: -15.53 eV
- Total charge: +5